DFT (ωB97M-V/def2-TZVPD) results for C30H29Cl6LaNO5S2Se2 as an isolated structure.

Element x y z (Å)
La (0.32, 0.07, 0.89)
O (2.00, -0.03, 2.88)
C (2.79, 1.12, 3.32)
C (3.46, 2.10, 2.27)
C (4.65, 2.61, 3.07)
O (5.31, 3.73, 2.54)
C (4.01, 1.34, 1.07)
Se (2.85, 1.26, -0.67)
C (2.59, 3.26, 1.76)
Se (0.58, 3.04, 1.69)
H (2.63, -0.77, 2.73)
H (3.54, 0.64, 3.96)
H (2.13, 1.68, 3.98)
H (5.34, 1.72, 3.19)
H (4.19, 2.88, 4.09)
H (5.30, 3.51, 1.62)
H (4.33, 0.31, 1.22)
H (4.95, 1.80, 0.70)
H (2.92, 3.57, 0.75)
H (2.62, 4.09, 2.46)
Cl (-0.84, 0.33, 5.22)
C (-1.79, -0.92, 4.25)
C (-1.50, -1.00, 2.88)
C (-2.27, -1.91, 2.24)
Cl (-1.98, -2.02, 0.54)
C (-3.26, -2.68, 2.78)
Cl (-4.15, -3.82, 1.87)
C (-3.49, -2.55, 4.13)
Cl (-4.64, -3.62, 4.90)
C (-2.75, -1.63, 4.88)
Cl (-3.08, -1.45, 6.54)
Cl (2.46, -3.82, -1.59)
C (3.19, -3.69, 0.00)
C (2.53, -2.63, 0.94)
O (3.18, -2.31, 1.94)
O (1.34, -2.24, 0.68)
H (4.24, -3.43, -0.07)
H (3.07, -4.67, 0.49)
O (-0.27, -0.14, -1.50)
S (0.52, -0.40, -2.76)
C (-0.85, -0.94, -3.84)
C (-1.14, -2.38, -3.51)
C (-0.36, -3.41, -4.03)
C (-0.58, -4.66, -3.57)
C (-1.48, -4.96, -2.58)
C (-2.34, -3.97, -2.16)
C (-2.14, -2.65, -2.61)
C (0.79, 1.29, -3.46)
C (-0.26, 2.25, -3.06)
C (-1.31, 2.56, -3.94)
C (-2.41, 3.31, -3.56)
C (-2.44, 3.83, -2.24)
C (-1.34, 3.67, -1.41)
C (-0.29, 2.85, -1.82)
H (-0.48, -0.74, -4.86)
H (-1.73, -0.27, -3.64)
H (0.34, -3.18, -4.78)
H (0.11, -5.43, -3.80)
H (-1.42, -5.97, -2.16)
H (-3.01, -4.12, -1.30)
H (-2.68, -1.87, -2.12)
H (0.88, 1.15, -4.52)
H (1.80, 1.50, -3.08)
H (-1.31, 2.16, -4.95)
H (-3.25, 3.46, -4.22)
H (-3.20, 4.53, -1.89)
H (-1.36, 4.08, -0.43)
H (0.56, 2.74, -1.15)
S (-4.33, 2.14, 1.40)
C (-4.22, 1.63, -0.25)
C (-3.02, 1.07, -0.52)
N (-2.14, 1.06, 0.53)
C (-2.70, 1.61, 1.59)
H (-5.04, 1.77, -0.90)
H (-2.61, 0.67, -1.46)
H (-2.09, 1.88, 2.42)

Calculated values
2S+1	1
total charge	-1
orbital gap	6.259	eV
E_LUMO	1.96	eV
relative energy (zero: lowest compared OMol25 entry of this formula, charge and spin)	0.246	eV
F_max	3.14	eV/A



DFT (ωB97M-V/def2-TZVPD) results for a 2-piece molecular cluster, CBr2O2 overall.

Element x y z (Å)
C (-0.30, 0.00, 0.40)
O (0.63, 0.67, -0.27)
O (-0.16, -0.40, -0.84)
Br (0.98, -2.31, 2.25)
Br (-1.60, 0.90, 1.31)

Calculated values
2S+1	1
total charge	0
orbital gap (alpha / beta)	9.138 / 6.385	eV
E_LUMO (alpha / beta)	-1.65 / -3.27	eV
relative energy (zero: lowest compared OMol25 entry of this formula, charge and spin)	5.217	eV
F_max	2.69	eV/A



DFT (ωB97M-V/def2-TZVPD) results for a 9-piece molecular cluster, C5H27NO8 overall.

Element x y z (Å)
C (-2.06, 2.13, -1.90)
C (-1.08, 3.11, -1.25)
C (-0.08, 2.38, -0.43)
C (1.23, 2.68, -0.58)
N (2.28, 1.97, 0.10)
C (-0.53, 1.46, 0.65)
H (-2.90, 1.83, -1.31)
H (-2.41, 2.59, -2.87)
H (-1.50, 1.29, -2.36)
H (-0.65, 3.64, -2.09)
H (-1.54, 3.96, -0.70)
H (1.47, 3.26, -1.48)
H (1.95, 1.44, 0.90)
H (2.83, 2.72, 0.53)
H (-1.09, 1.85, 1.48)
H (0.25, 0.80, 1.03)
H (-1.30, 0.72, 0.27)
H (2.65, -1.32, -0.91)
H (3.71, -1.05, 0.26)
O (3.31, -1.69, -0.33)
H (1.94, 0.66, -1.71)
H (2.29, 0.14, -3.22)
O (1.63, 0.27, -2.54)
H (2.05, -3.68, 2.10)
H (2.00, -3.07, 0.57)
O (1.63, -3.65, 1.24)
H (-0.05, -0.49, -1.74)
H (-0.71, -1.18, -2.88)
O (-0.70, -1.18, -1.92)
H (-1.72, -2.75, 3.70)
H (-1.21, -1.75, 2.65)
O (-1.56, -1.81, 3.54)
H (-1.17, -2.37, 0.15)
H (-1.29, -3.82, 0.88)
O (-1.66, -2.95, 0.74)
H (0.90, -1.88, 2.26)
H (1.26, -0.74, 3.30)
O (1.61, -1.29, 2.58)
H (-3.52, -0.22, 0.93)
H (-3.30, -1.44, 0.15)
O (-2.96, -0.54, 0.21)

Calculated values
2S+1	1
total charge	0
orbital gap	8.781	eV
E_LUMO	0.39	eV
relative energy (zero: lowest compared OMol25 entry of this formula, charge and spin)	1.603	eV
F_max	2.70	eV/A



DFT (ωB97M-V/def2-TZVPD) results for C25H32As2ClO12PPtS2 as an isolated structure.

Element x y z (Å)
Pt (1.13, 0.05, 1.23)
C (6.73, 0.35, 3.17)
C (5.77, 1.45, 3.58)
O (4.52, 0.87, 3.99)
P (3.20, 1.13, 3.14)
S (1.70, 0.04, 3.81)
S (3.51, 0.88, 1.17)
O (3.00, 2.70, 3.45)
C (1.79, 3.32, 2.98)
C (1.96, 4.82, 3.08)
H (7.69, 0.78, 2.90)
H (6.33, -0.19, 2.31)
H (6.87, -0.35, 3.99)
H (5.60, 2.15, 2.75)
H (6.15, 2.02, 4.43)
H (0.96, 2.96, 3.59)
H (1.61, 3.01, 1.95)
H (2.18, 5.11, 4.11)
H (1.05, 5.32, 2.76)
H (2.79, 5.15, 2.45)
Cl (-6.26, -0.97, 0.95)
C (-4.52, -1.06, 1.17)
C (-3.90, -2.32, 1.29)
C (-2.55, -2.41, 1.44)
C (-1.70, -1.25, 1.48)
O (-0.46, -1.42, 1.64)
C (-2.36, 0.02, 1.33)
C (-1.71, 1.28, 1.33)
O (-0.51, 1.56, 1.40)
C (-3.77, 0.07, 1.18)
H (-4.51, -3.21, 1.26)
H (-2.06, -3.37, 1.51)
H (-2.39, 2.15, 1.25)
H (-4.24, 1.04, 1.06)
C (1.13, 4.05, -0.71)
O (0.86, 2.72, -1.15)
C (-0.43, 2.45, -1.42)
O (-1.30, 3.29, -1.35)
C (-0.61, 1.03, -1.84)
C (-1.73, 0.67, -2.46)
As (-2.11, -0.99, -3.46)
C (-3.69, -1.51, -2.40)
C (-0.81, -2.19, -2.68)
C (0.07, -1.91, -1.62)
As (0.77, -0.20, -1.21)
C (2.27, 0.09, -2.41)
C (0.67, -2.86, -0.72)
O (1.75, -2.68, -0.16)
O (-0.07, -3.97, -0.47)
C (0.51, -4.87, 0.46)
C (-0.91, -3.44, -3.37)
O (-1.86, -3.76, -4.08)
O (0.16, -4.28, -3.23)
C (-0.01, -5.56, -3.81)
C (-2.84, 1.66, -2.67)
O (-3.05, 2.24, -3.70)
O (-3.66, 1.68, -1.61)
C (-4.75, 2.59, -1.72)
H (2.18, 4.06, -0.44)
H (0.50, 4.29, 0.14)
H (0.93, 4.76, -1.51)
H (-4.52, -0.83, -2.58)
H (-3.44, -1.53, -1.34)
H (-3.95, -2.51, -2.74)
H (1.95, -0.07, -3.44)
H (3.03, -0.64, -2.14)
H (2.65, 1.10, -2.28)
H (-0.19, -5.69, 0.56)
H (0.66, -4.37, 1.43)
H (1.47, -5.23, 0.11)
H (0.91, -6.11, -3.59)
H (-0.15, -5.49, -4.89)
H (-0.87, -6.07, -3.39)
H (-5.37, 2.43, -0.84)
H (-5.33, 2.39, -2.62)
H (-4.38, 3.61, -1.76)

Calculated values
2S+1	4
total charge	-1
orbital gap (alpha / beta)	5.722 / 7.153	eV
E_LUMO (alpha / beta)	2.36 / 1.92	eV
relative energy (zero: lowest compared OMol25 entry of this formula, charge and spin)	0.000	eV
F_max	0.21	eV/A